Below is a molecular structure, C9H3Cl3N2O4Pt in a non-equilibrium geometry, with properties calculated with ωB97M-V/def2-TZVPD.

For the LUMO energy, the calculation gives -0.70 eV. As for the HOMO energy: -9.3 eV. The maximum force is 0.027 Eh/bohr. The calculation puts the total energy at -61365.583 eV.

Structure (XYZ):
```
22
Properties=species:S:1:pos:R:3:forces:R:3
O 0.171 3.639 -1.757 0.0 0.0 0.0
C -0.808 1.478 -1.585 0.1 0.3 0.0
H -1.404 2.139 -3.519 0.0 0.0 0.0
C -1.441 1.329 -2.805 0.0 0.0 0.0
Cl 4.807 -1.047 2.958 0.0 0.0 0.0
C -2.083 0.120 -3.063 0.1 0.0 0.1
O -1.621 -2.836 0.141 -0.1 0.1 -0.1
C -1.426 -0.712 -0.929 -0.1 0.0 0.0
H -2.575 -0.028 -4.016 0.0 0.0 0.0
Cl 2.659 -2.840 3.744 0.0 0.0 0.0
C 3.231 -1.175 3.748 0.0 0.1 0.1
C 2.277 -0.364 2.988 0.0 0.1 0.2
H -2.541 -1.876 -2.312 0.0 0.0 0.0
C 0.019 2.668 -1.059 -0.2 0.0 0.3
O 0.464 2.512 0.172 0.3 -0.3 -0.7
C -1.223 -1.703 0.233 -0.1 0.2 0.2
Pt 0.222 0.594 0.839 0.0 0.2 1.4
N -0.862 0.477 -0.722 0.0 -0.2 0.1
Cl 3.306 -0.535 5.394 0.0 0.0 0.0
N 1.531 0.255 2.388 -0.3 0.2 -0.6
O -0.627 -1.177 1.291 0.2 -0.5 -0.9
C -2.075 -0.918 -2.128 0.0 0.0 0.0
```
Forces are in eV/Å.